{"formula": "C23H27N10O7S2Tc", "method": "ωB97M-V/def2-TZVPD", "s_squared": 3.843, "multiplicity": 4, "e_tot_ha": -2843.62052, "e_above_lowest_kcal_mol": 45.6, "orbital_gap_ha": [0.23805, 0.22354], "e_lumo_ev": [-4.35, -4.99], "total_charge": 1, "species": ["H", "N", "C", "C", "H", "N", "N", "H", "O", "O", "O", "O", "S", "H", "C", "C", "H", "H", "H", "C", "H", "H", "N", "H", "O", "H", "C", "C", "C", "C", "C", "H", "H", "H", "C", "C", "H", "N", "C", "N", "H", "C", "H", "C", "N", "Tc", "H", "N", "C", "N", "H", "C", "O", "C", "O", "H", "H", "C", "S", "C", "H", "C", "H", "C", "N", "H", "H", "H", "H", "C"], "coordinates": [[1.724461, 0.586128, -1.688732], [-0.168007, -1.749582, 1.335407], [4.184165, -2.535055, -0.800991], [1.908046, -2.594860, 3.490662], [4.855021, -3.294623, -2.613390], [4.836465, -2.497460, -1.966682], [1.206963, -1.961545, -1.278201], [5.253949, -1.622630, -2.247424], [-0.182122, 1.878055, -4.367971], [-1.298826, -5.133159, -2.333592], [1.301188, 0.405604, 0.788000], [-1.505814, 1.088743, -6.351907], [-1.437237, 1.337688, -4.922153], [1.476567, -1.388377, 5.305388], [-1.583545, 6.055125, 3.632764], [-3.183042, 3.678591, -4.753396], [0.758949, -3.323706, 6.620799], [-1.810821, 0.125582, -2.928948], [-3.231613, 1.997196, -3.500220], [1.365097, -3.459765, 5.693727], [2.006883, -5.533826, 6.035490], [-2.844213, 3.907369, -5.794835], [2.779134, -3.303327, 0.768272], [2.545379, -0.139185, -3.165039], [-1.801850, -3.776955, -4.075324], [-2.731436, -0.624373, -4.318763], [1.582460, -2.413460, 4.882822], [-1.351874, 7.111678, 4.562230], [-0.537076, 5.615724, 2.780434], [2.312248, -3.905577, 3.020494], [-2.910045, 5.752736, 3.231069], [-0.376453, 7.565070, 4.717885], [-4.201680, 4.028189, -4.618440], [2.266210, -5.332904, 1.293339], [-2.473378, 7.573818, 5.278478], [1.973400, -4.705157, 5.300912], [-4.571356, 7.197698, 5.609146], [-0.085808, -1.856957, -3.162740], [2.604149, -4.814447, 4.093458], [0.387682, 5.354569, 2.130520], [0.994130, 0.743331, -3.290382], [0.036029, 0.613218, 0.717283], [-3.727117, 1.549343, -5.105162], [-1.737457, -0.193035, -4.009102], [-3.997779, 6.211252, 3.905497], [1.930936, -1.556717, 0.644580], [-3.137215, 5.208744, 2.321113], [-0.776866, -0.570964, 0.760486], [-3.739206, 7.026291, 4.938552], [3.524185, -3.621427, -0.296831], [-0.274936, -1.766050, 2.368730], [1.589638, 0.069769, -2.648034], [2.111008, -1.496817, 2.719852], [-0.283434, -3.092106, -2.582591], [-0.526775, 1.674880, 0.865959], [-1.735512, -0.413938, 0.985814], [0.177854, -0.822493, -4.945588], [0.550035, -3.188200, -1.467054], [4.040397, -0.979965, -0.037194], [-0.685746, -1.214138, -4.327873], [-1.044283, -2.027744, -5.006614], [0.915374, -1.265236, -2.387587], [-2.541241, 4.175023, -4.051773], [2.401936, -4.287120, 1.646988], [-1.156728, -4.067661, -3.029980], [3.299696, -5.647705, 3.962719], [0.757941, -4.084489, -0.824009], [-0.569965, -2.588909, 0.846141], [-2.428385, 8.160166, 6.189529], [-3.008713, 2.160037, -4.546018]], "atomic_forces_ev_per_a": [[0.307, -0.264, -0.248], [-0.886, -0.044, -1.127], [-1.833, -0.928, 0.660], [2.274, 0.992, -0.377], [0.101, 0.536, 0.670], [-0.008, -1.375, -0.434], [-1.133, -2.101, -2.199], [0.006, -0.244, 0.010], [-2.072, -0.186, -0.565], [0.612, 3.294, -2.240], [0.936, -1.422, -1.209], [0.394, -0.105, 0.907], [0.394, 0.446, -0.720], [-0.261, -0.732, -0.871], [-1.170, 1.615, -0.628], [1.265, -0.793, -1.799], [1.064, -0.296, -0.631], [0.313, -0.525, -1.038], [0.204, -0.409, 0.448], [-0.256, -1.851, 0.564], [0.233, 0.675, -0.565], [-0.385, 0.195, 0.853], [-0.904, -2.318, 0.714], [-0.284, 0.224, 0.426], [1.209, -1.285, 2.371], [0.821, 0.751, 0.347], [-0.334, 2.340, -1.366], [-1.414, -0.429, 0.289], [1.920, -0.335, -0.709], [-1.009, 0.409, 1.267], [-0.528, 1.033, 1.344], [-0.025, -0.472, -0.001], [-0.116, -0.347, 0.025], [0.965, 0.721, 0.333], [-0.387, -1.603, -0.670], [-0.204, 0.226, 1.246], [-0.179, 0.359, -0.188], [2.389, 0.533, 1.777], [-0.975, -1.158, -0.411], [-1.122, 0.131, 0.628], [0.275, -0.508, 0.269], [-1.570, 0.784, 2.578], [0.271, 0.202, -0.150], [-1.588, 0.078, 0.516], [1.580, -0.002, -0.118], [-0.034, 2.641, 3.462], [0.312, -0.313, 0.204], [1.017, -0.855, -0.701], [0.765, -0.336, 0.269], [1.704, 0.590, -2.053], [0.063, -0.241, -0.888], [-0.777, -0.394, -0.409], [-0.918, -1.286, -0.333], [1.994, 0.413, 2.176], [0.097, -0.340, -1.123], [-0.458, 0.143, 0.410], [-0.869, 0.121, 0.903], [-0.518, -0.301, 0.056], [0.388, 0.630, 0.236], [1.731, -1.015, -2.203], [-0.009, 0.883, 0.919], [-0.905, 1.704, -0.084], [0.299, 0.474, 0.245], [1.464, 1.415, -0.510], [-2.860, -2.777, -0.723], [-0.625, -0.028, -0.426], [-0.535, 1.176, -0.814], [0.183, 0.998, 1.062], [0.270, 0.354, -0.423], [-0.670, 0.531, 0.770]]}

{"formula": "C14H10O4", "method": "ωB97M-V/def2-TZVPD", "e_tot_ha": -840.24057, "e_above_lowest_kcal_mol": 89.1, "orbital_gap_ha": [0.18452, 0.10809], "e_lumo_ev": [-4.55, -5.43], "total_charge": 0, "species": ["C", "H", "C", "H", "H", "O", "C", "O", "C", "C", "C", "H", "H", "C", "C", "H", "C", "H", "C", "O", "H", "O", "C", "C", "H", "H", "C", "C"], "coordinates": [[3.710455, 0.273678, 0.000000], [6.908125, 1.511084, 0.000000], [-2.144504, -0.639928, 0.000000], [4.556412, 2.303740, 0.000000], [3.251146, -1.849302, 0.000000], [1.395721, -0.352255, 0.000000], [-6.091691, -0.784711, 0.000000], [1.981660, 1.868383, 0.000000], [-4.026833, 1.086349, 0.000000], [-4.768241, -1.230227, 0.000000], [6.094212, 0.783525, 0.000000], [7.422231, -0.923335, 0.000000], [5.564412, -2.592321, 0.000000], [5.357582, -1.516709, 0.000000], [4.030592, -1.090687, 0.000000], [-5.562420, 2.589159, 0.000000], [-6.392507, 0.586954, 0.000000], [-3.250066, 1.847857, 0.000000], [-5.354452, 1.518751, 0.000000], [-1.986254, -1.889085, 0.000000], [-4.559269, -2.302428, 0.000000], [-1.392969, 0.344760, 0.000000], [4.770881, 1.228534, 0.000000], [6.395841, -0.588639, 0.000000], [-7.424342, 0.924949, 0.000000], [-6.908376, -1.510686, 0.000000], [-3.715633, -0.274044, 0.000000], [2.140558, 0.647211, 0.000000]], "atomic_forces_ev_per_a": [[0.801, -0.414, 0.000], [-0.304, -0.171, 0.000], [-1.848, -2.064, 0.000], [-0.004, -0.549, 0.000], [0.033, 0.319, 0.000], [-0.826, 0.295, 0.000], [0.090, 0.309, 0.000], [-0.692, -0.345, 0.000], [-0.083, 0.166, 0.000], [0.763, 0.383, 0.000], [-0.123, -0.338, 0.000], [0.082, 0.023, 0.000], [-0.037, 0.457, 0.000], [0.189, 0.077, 0.000], [-0.185, 0.134, 0.000], [0.020, -0.304, 0.000], [0.514, -0.184, 0.000], [-0.004, -0.350, 0.000], [-0.156, -0.375, 0.000], [0.554, 1.814, 0.000], [0.069, 0.435, 0.000], [0.961, -0.127, 0.000], [-0.998, -0.332, 0.000], [-0.671, 0.372, 0.000], [0.118, -0.099, 0.000], [0.337, 0.185, 0.000], [-0.320, 0.292, 0.000], [1.719, 0.390, 0.000]]}